1.
# C8H15F3NOS

A cluster of 2 separate species, C8H15F3NOS in total at a distorted geometry (ωB97M-V/def2-TZVPD, the OMol25 dataset).

Results
**Kohn-Sham gap**: 9.28 eV
**Total charge**: +1
**Strongest force on any atom**: 0.049 Eh/bohr

Last column: natural (NBO) charge in e.
CARTESIAN COORDINATES (ANGSTROEM)
F 3.335 -3.084 0.306  -0.31
C 3.538 -1.849 -0.066  0.98
F 4.308 -1.826 -1.106  -0.30
F 4.204 -1.246 0.910  -0.32
C 2.270 -1.085 -0.291  -0.47
C 1.179 -1.894 -1.012  -0.48
C -0.100 -1.107 -0.935  0.54
N -0.757 -1.194 0.157  -0.45
C -1.949 -0.342 0.122  -0.20
S -3.579 -1.109 0.266  0.02
C -1.803 0.495 -1.136  -0.43
C -0.688 -0.210 -1.957  -0.49
H 1.881 -0.697 0.639  0.23
H 2.502 -0.213 -0.888  0.25
H 1.406 -2.050 -2.060  0.26
H 1.008 -2.867 -0.567  0.26
H -0.411 -1.772 0.914  0.45
H -1.857 0.324 0.971  0.26
H -4.005 -0.741 1.488  0.16
H -1.329 1.421 -0.830  0.26
H -2.727 0.767 -1.615  0.27
H -0.973 -0.758 -2.850  0.28
H 0.110 0.445 -2.289  0.27
C -0.621 3.631 2.040  -0.25
O -1.511 2.814 1.268  -0.75
H 0.241 3.867 1.422  0.19
H -1.116 4.557 2.333  0.18
H -0.288 3.097 2.932  0.17
H -2.269 2.624 1.834  0.47

2.
# C8H15F3O4P2

A cluster of 2 separate species, C8H15F3O4P2 in total at a distorted geometry (ωB97M-V/def2-TZVPD, the OMol25 dataset).

Results
**Kohn-Sham gap**: 7.93 eV
**Strongest force on any atom**: 0.041 Eh/bohr
**SMILES string**: O=P(O)(O)CPCCC(F)=C(F)F.CC(C)=O

Last column: natural (NBO) charge in e.
CARTESIAN COORDINATES (ANGSTROEM)
O -1.975 0.112 -1.801  -1.11
P -0.539 -0.127 -1.946  2.31
O 0.058 0.981 -2.989  -0.97
O -0.340 -1.606 -2.585  -0.98
C 0.233 0.015 -0.291  -1.13
P 1.389 -1.386 0.160  0.52
C 3.108 -1.085 -0.508  -0.69
C 3.180 -0.200 -1.785  -0.47
C 3.737 1.161 -1.475  0.19
F 5.079 1.344 -1.618  -0.32
C 3.009 2.240 -1.062  0.69
F 2.224 2.868 -1.897  -0.27
F 3.070 2.724 0.153  -0.28
H 0.626 0.544 -3.645  0.50
H -1.018 -1.667 -3.282  0.51
H 0.659 1.021 -0.161  0.26
H -0.617 -0.039 0.424  0.33
H 1.534 -1.276 1.573  -0.01
H 3.809 -0.678 0.234  0.24
H 3.507 -2.071 -0.783  0.24
H 3.925 -0.668 -2.451  0.23
H 2.255 -0.155 -2.368  0.22
C -4.593 0.724 2.728  -0.72
C -3.224 0.116 2.560  0.60
C -3.040 -1.307 3.027  -0.72
O -2.312 0.743 2.071  -0.55
H -4.582 1.746 2.351  0.24
H -5.328 0.149 2.163  0.23
H -4.867 0.741 3.784  0.23
H -3.708 -1.970 2.475  0.23
H -3.246 -1.378 4.096  0.23
H -2.012 -1.617 2.847  0.23

3.
# C8H15FN3O11

A cluster of 5 separate species, C8H15FN3O11 in total at a distorted geometry (ωB97M-V/def2-TZVPD, the OMol25 dataset).

Results
**Kohn-Sham gap**: 4.86 eV
**ΔE to the lowest compared entry with this formula, charge and spin**: 10.8 kcal per mole
**Total charge**: -1
**Strongest force on any atom**: 0.114 Eh/bohr

Last column: natural (NBO) charge in e.
CARTESIAN COORDINATES (ANGSTROEM)
C -12.634 -10.166 -9.076  -0.72
C -13.357 -9.785 -10.335  0.72
O -14.405 -9.137 -10.329  -0.79
O -12.787 -9.895 -11.426  -0.80
H -12.727 -9.443 -8.265  0.20
H -11.575 -10.409 -9.161  0.19
H -13.238 -11.019 -8.769  0.20
C -7.407 -11.073 -14.304  -0.15
C -6.991 -10.791 -12.867  0.46
O -5.631 -10.373 -13.048  -0.50
C -5.448 -9.972 -14.340  0.97
O -4.387 -9.449 -14.770  -0.60
O -6.461 -10.277 -15.065  -0.46
F -7.280 -11.759 -12.023  -0.30
H -8.440 -10.727 -14.282  0.22
H -7.511 -12.131 -14.547  0.21
H -7.525 -9.921 -12.486  0.15
C -10.042 -16.481 -8.853  -0.50
N -11.047 -17.578 -9.062  0.52
O -10.886 -18.559 -8.340  -0.37
O -11.857 -17.504 -9.991  -0.37
H -10.459 -15.486 -8.703  0.25
H -9.401 -16.304 -9.717  0.24
H -9.455 -16.718 -7.966  0.23
C -13.966 -14.576 -14.256  -0.50
N -14.630 -14.026 -15.446  0.54
O -14.591 -14.752 -16.383  -0.39
O -15.250 -12.980 -15.337  -0.37
H -14.144 -13.867 -13.447  0.25
H -12.992 -14.784 -14.700  0.23
H -14.432 -15.493 -13.896  0.23
C -16.456 -3.839 -7.165  -0.48
N -15.290 -3.775 -6.194  0.52
O -14.576 -2.784 -6.276  -0.36
O -15.211 -4.751 -5.386  -0.39
H -16.194 -4.532 -7.965  0.25
H -16.490 -2.805 -7.509  0.22
H -17.354 -4.069 -6.592  0.23

4.
# C8H15FeNOS5Sb

A structure of composition C8H15FeNOS5Sb at a distorted geometry (ωB97M-V/def2-TZVPD, the OMol25 dataset).

Results
**Kohn-Sham gap (alpha / beta)**: 5.56 / 4.70 eV
**ΔE to the lowest compared entry with this formula, charge and spin**: 17.3 kcal per mole
**Total charge**: -1
**Strongest force on any atom**: 0.043 Eh/bohr
**2S+1**: 5

Last column: Löwdin spin population.
CARTESIAN COORDINATES (ANGSTROEM)
Fe -0.678 0.699 -0.633  2.94
C 0.427 -2.660 2.528  0.01
C -0.227 -1.521 1.779  0.16
S 0.707 -0.875 0.504  0.25
C -1.493 -1.076 2.118  0.14
C -2.321 -1.772 3.171  0.01
S -2.248 0.257 1.371  0.42
H 1.434 -2.813 2.147  0.00
H -0.136 -3.588 2.400  0.01
H 0.486 -2.439 3.596  0.00
H -1.751 -2.506 3.739  0.00
H -3.156 -2.286 2.690  0.00
H -2.743 -1.041 3.859  0.00
S -1.932 0.798 -5.163  0.00
Sb -2.920 0.826 -3.077  0.01
S -1.572 2.451 -1.840  -0.06
S -1.675 -0.869 -1.806  0.01
C 1.132 3.886 1.870  0.00
C 0.585 2.859 1.008  0.01
N 0.150 2.037 0.349  0.01
H 0.380 4.166 2.607  0.00
H 1.404 4.765 1.287  0.00
H 2.015 3.505 2.382  0.00
C 1.927 -1.263 -2.814  0.00
C 1.412 0.063 -3.327  0.00
O 1.216 0.966 -2.222  0.04
H 1.968 -1.981 -3.634  0.00
H 1.244 -1.646 -2.057  0.01
H 2.920 -1.159 -2.369  0.00
H 0.470 -0.069 -3.865  0.00
H 2.142 0.510 -4.012  0.00
H 0.833 1.777 -2.584  0.00

5.
# C8H15HgN3O3

A structure of composition C8H15HgN3O3 at a distorted geometry (ωB97M-V/def2-TZVPD, the OMol25 dataset).

Results
**Kohn-Sham gap**: 6.70 eV
**Total charge**: +2
**Strongest force on any atom**: 0.044 Eh/bohr

Last column: natural (NBO) charge in e.
CARTESIAN COORDINATES (ANGSTROEM)
Hg -0.029 0.033 -0.539  1.45
O -1.312 -0.215 -3.137  -0.65
C -0.778 -0.447 -4.231  0.70
O 1.234 1.016 -2.589  -0.71
C 1.186 1.060 -3.838  0.95
O 2.028 1.796 -4.584  -0.43
N 0.315 0.349 -4.684  -0.48
C 1.589 1.729 -5.989  -0.08
C 0.720 0.502 -6.083  -0.25
H 2.475 1.692 -6.628  0.24
H 1.011 2.638 -6.209  0.22
H 1.300 -0.378 -6.403  0.22
H -0.141 0.631 -6.743  0.25
C -1.185 -1.509 -5.153  -0.39
C -2.329 -2.185 -4.937  -0.18
H -0.529 -1.763 -5.997  0.24
H -2.974 -1.929 -4.094  0.22
H -2.620 -2.998 -5.607  0.24
N 1.619 -0.036 1.331  -0.87
C 0.827 -0.497 2.494  -0.26
C -0.487 0.209 2.626  -0.26
N -1.427 -0.109 1.527  -0.86
H 2.367 -0.660 0.995  0.43
H 1.954 0.936 1.380  0.42
H 0.696 -1.575 2.378  0.23
H 1.485 -0.299 3.344  0.26
H -1.029 -0.098 3.524  0.26
H -0.364 1.294 2.626  0.23
H -1.772 -1.079 1.508  0.42
H -2.203 0.549 1.368  0.44

6.
# C8H15N

The molecule C8H15N at a distorted geometry (ωB97M-V/def2-TZVPD, the OMol25 dataset).

Results
**Kohn-Sham gap**: 8.50 eV
**ΔE to the lowest compared entry with this formula, charge and spin**: 62.6 kcal per mole
**Strongest force on any atom**: 0.108 Eh/bohr
**SMILES string**: C/C=C(\CC)N1CCC1

Last column: natural (NBO) charge in e.
CARTESIAN COORDINATES (ANGSTROEM)
C 3.410 -0.184 -0.257  -0.65
C 2.049 0.327 -0.207  -0.26
C 0.880 -0.389 0.189  0.22
C 0.810 -1.888 0.315  -0.47
C 1.049 -2.577 -0.976  -0.59
N -0.236 0.405 0.519  -0.45
C -1.571 -0.085 0.784  -0.21
C -1.563 0.683 2.090  -0.42
C -0.164 1.222 1.634  -0.17
H 4.071 0.443 0.345  0.22
H 3.785 -0.349 -1.273  0.21
H 3.516 -1.144 0.278  0.20
H 1.933 1.420 -0.293  0.20
H 1.429 -2.208 1.127  0.22
H -0.187 -2.248 0.573  0.21
H 1.126 -3.636 -0.711  0.20
H 0.230 -2.426 -1.657  0.21
H 1.961 -2.397 -1.533  0.21
H -1.686 -1.157 0.838  0.18
H -2.319 0.193 0.079  0.19
H -2.309 1.496 2.294  0.20
H -1.547 0.117 3.011  0.21
H 0.585 0.799 2.435  0.16
H -0.014 2.224 1.473  0.18

7.
# C8H15N

The molecule C8H15N at a distorted geometry (ωB97M-V/def2-TZVPD, the OMol25 dataset).

Results
**Kohn-Sham gap**: 9.98 eV
**ΔE to the lowest compared entry with this formula, charge and spin**: 48.6 kcal per mole
**Strongest force on any atom**: 0.053 Eh/bohr
**SMILES string**: CCC1(C2(N)CC2)CC1

Last column: natural (NBO) charge in e.
CARTESIAN COORDINATES (ANGSTROEM)
C -1.688 -1.538 -0.451  -0.62
C -1.604 -0.457 0.583  -0.39
C -0.415 0.515 0.249  -0.05
C 0.989 -0.057 0.291  0.13
N 1.317 -0.583 1.600  -0.82
C 1.453 -0.812 -0.922  -0.44
C 2.151 0.453 -0.574  -0.42
C -0.576 1.921 0.683  -0.41
C -0.750 1.517 -0.787  -0.43
H -0.727 -2.155 -0.329  0.20
H -1.599 -1.241 -1.508  0.22
H -2.652 -2.175 -0.263  0.21
H -2.500 0.206 0.554  0.20
H -1.496 -0.788 1.623  0.21
H 2.325 -0.749 1.708  0.36
H 0.871 -1.490 1.694  0.35
H 1.923 -1.793 -0.780  0.21
H 0.853 -0.673 -1.818  0.22
H 3.073 0.606 -0.059  0.22
H 1.902 1.251 -1.220  0.21
H 0.303 2.393 1.063  0.21
H -1.383 2.175 1.314  0.21
H -1.750 1.594 -1.083  0.21
H -0.019 1.881 -1.567  0.21

8.
# C8H15N2

The ion C8H15N2 with charge +1 at a distorted geometry (ωB97M-V/def2-TZVPD, the OMol25 dataset).

Results
**Kohn-Sham gap**: 9.79 eV
**ΔE to the lowest compared entry with this formula, charge and spin**: 21.2 kcal per mole
**Total charge**: +1
**Strongest force on any atom**: 0.102 Eh/bohr
**SMILES string**: C=C1[NH+]=C(C)N(C)C[C@H]1C

Last column: natural (NBO) charge in e.
CARTESIAN COORDINATES (ANGSTROEM)
C 1.557 -2.479 -0.365  -0.40
C 0.837 -1.353 -0.259  0.14
N 1.454 -0.132 0.042  -0.55
C 0.782 0.981 0.406  0.58
C 1.661 2.177 0.618  -0.65
N -0.504 0.983 0.522  -0.33
C -1.149 2.109 1.101  -0.42
C -1.318 -0.179 0.295  -0.22
C -0.710 -1.385 -0.411  -0.26
C -1.320 -1.557 -1.824  -0.60
H 2.667 -2.683 -0.250  0.24
H 0.917 -3.399 -0.646  0.23
H 2.452 -0.166 -0.071  0.43
H 1.655 2.365 1.736  0.26
H 1.326 3.037 0.151  0.25
H 2.558 1.982 0.248  0.23
H -1.411 2.918 0.411  0.24
H -1.880 1.738 1.749  0.23
H -0.371 2.476 1.863  0.22
H -2.208 0.230 -0.223  0.24
H -1.419 -0.516 1.296  0.22
H -0.942 -2.263 0.160  0.24
H -1.168 -0.735 -2.407  0.21
H -2.394 -1.721 -1.756  0.23
H -1.071 -2.428 -2.387  0.24

9.
# C8H15N2

The ion C8H15N2 with charge +1 at a distorted geometry (ωB97M-V/def2-TZVPD, the OMol25 dataset).

Results
**Kohn-Sham gap**: 9.39 eV
**ΔE to the lowest compared entry with this formula, charge and spin**: 60.4 kcal per mole
**Total charge**: +1
**Strongest force on any atom**: 0.113 Eh/bohr
**SMILES string**: C=C=C(C)CCCC(N)=[NH2+]

Last column: natural (NBO) charge in e.
CARTESIAN COORDINATES (ANGSTROEM)
C -0.105 -2.663 -0.688  -0.47
C -0.597 -1.523 -0.333  0.03
C -1.301 -0.486 0.080  -0.05
C -1.950 -0.271 1.448  -0.66
C -1.444 0.736 -0.924  -0.42
C -0.262 1.710 -0.697  -0.40
C 1.169 1.008 -0.909  -0.50
C 1.527 0.135 0.157  0.58
N 2.530 -0.678 -0.155  -0.74
N 1.145 0.410 1.361  -0.75
H 0.944 -3.019 -0.430  0.21
H -0.734 -3.310 -1.356  0.25
H -2.805 -0.925 1.599  0.26
H -1.275 -0.496 2.220  0.20
H -2.272 0.684 1.733  0.23
H -1.694 0.438 -1.881  0.23
H -2.398 1.166 -0.648  0.23
H -0.262 2.607 -1.328  0.25
H -0.398 2.138 0.254  0.20
H 1.317 0.553 -1.980  0.26
H 2.141 1.730 -0.890  0.30
H 2.292 -0.994 -1.106  0.42
H 2.867 -1.422 0.452  0.42
H 1.501 -0.158 2.205  0.42
H 0.207 0.836 1.727  0.46

10.
# C8H15N2O2

The ion C8H15N2O2 with charge +1 at a distorted geometry (ωB97M-V/def2-TZVPD, the OMol25 dataset).

Results
**Kohn-Sham gap**: 9.62 eV
**ΔE to the lowest compared entry with this formula, charge and spin**: 70.1 kcal per mole
**Total charge**: +1
**Strongest force on any atom**: 0.104 Eh/bohr
**SMILES string**: CCC(/C=N/OC)=[N+]=C(C)OC

Last column: natural (NBO) charge in e.
CARTESIAN COORDINATES (ANGSTROEM)
C -2.961 -1.400 0.209  -0.61
C -2.472 -0.171 -0.501  -0.50
C -1.039 0.123 -0.302  0.39
C -0.058 -0.900 0.081  -0.10
N 1.116 -0.453 0.238  -0.03
O 2.247 -1.183 0.440  -0.30
C 2.174 -2.611 0.321  -0.30
N -0.590 1.319 -0.554  -0.45
C 0.690 1.736 -0.616  0.78
C 1.605 1.588 -1.777  -0.71
O 1.137 2.489 0.383  -0.43
C 0.450 2.644 1.623  -0.28
H -2.378 -2.398 -0.048  0.20
H -3.980 -1.680 0.242  0.25
H -2.750 -1.414 1.314  0.21
H -3.077 0.688 -0.152  0.26
H -2.680 -0.533 -1.494  0.27
H -0.411 -1.969 0.146  0.23
H 1.329 -2.833 -0.436  0.19
H 2.229 -3.192 1.235  0.22
H 3.159 -2.851 -0.097  0.23
H 2.468 0.945 -1.384  0.29
H 2.021 2.643 -1.961  0.29
H 1.127 1.047 -2.577  0.26
H -0.534 2.932 1.269  0.20
H 0.874 3.543 2.025  0.23
H 0.303 1.890 2.373  0.22

11.
# C8H15N2O2S

The ion C8H15N2O2S with charge -1 at a distorted geometry (ωB97M-V/def2-TZVPD, the OMol25 dataset).

Results
**Kohn-Sham gap**: 6.52 eV
**ΔE to the lowest compared entry with this formula, charge and spin**: 0.0 kcal per mole
**Total charge**: -1
**Strongest force on any atom**: 0.089 Eh/bohr
**SMILES string**: [H]/N=C(\[S-])OC(=O)N[C@H](C)C(C)(C)C

Last column: natural (NBO) charge in e.
CARTESIAN COORDINATES (ANGSTROEM)
H -5.185 -0.066 2.296  0.35
N -4.380 -0.384 1.691  -0.79
C -4.365 0.106 0.525  0.32
S -5.346 0.938 -0.489  -0.43
O -3.008 -0.003 -0.109  -0.58
C -2.638 -1.244 -0.416  0.91
O -3.301 -2.272 -0.363  -0.66
N -1.250 -1.256 -0.640  -0.68
C -0.492 0.015 -0.872  -0.03
C 0.166 -0.137 -2.265  -0.61
C 0.416 0.114 0.337  -0.07
C -0.484 0.127 1.577  -0.65
C 1.113 1.598 0.248  -0.62
C 1.440 -0.904 0.480  -0.60
H -0.936 -2.158 -0.819  0.39
H -1.079 0.944 -0.770  0.25
H 0.771 0.641 -2.415  0.20
H -0.572 -0.368 -3.040  0.22
H 0.852 -0.986 -2.358  0.19
H -0.648 -0.933 1.945  0.22
H -0.096 0.754 2.432  0.20
H -1.608 0.426 1.301  0.28
H 1.170 2.067 1.205  0.20
H 0.513 2.224 -0.308  0.20
H 2.067 1.762 -0.201  0.20
H 2.215 -0.937 -0.371  0.19
H 1.097 -1.866 0.469  0.20
H 2.012 -0.824 1.485  0.21

12.
# C8H15N2O3

The ion C8H15N2O3 with charge +1 (ωB97M-V/def2-TZVPD, the OMol25 dataset).

Results
**Kohn-Sham gap**: 11.19 eV
**ΔE to the lowest compared entry with this formula, charge and spin**: 48.5 kcal per mole
**Total charge**: +1
**Strongest force on any atom**: 0.013 Eh/bohr
**SMILES string**: [H]/N=C\C[N@H+]1CCOC[C@@H]1CC(=O)O

Last column: natural (NBO) charge in e.
CARTESIAN COORDINATES (ANGSTROEM)
H 1.081 2.249 -1.736  0.32
N 0.790 3.072 -1.204  -0.53
C 0.635 2.855 0.034  0.10
C 0.809 1.542 0.774  -0.30
N 0.394 0.361 -0.062  -0.39
C 1.579 -0.282 -0.749  -0.25
C 2.007 -1.511 0.014  -0.10
O 0.998 -2.476 -0.143  -0.50
C -0.279 -2.094 0.340  -0.10
C -0.407 -0.629 0.779  -0.05
C -1.864 -0.146 0.818  -0.54
C -2.613 -0.532 -0.430  0.78
O -3.452 -1.381 -0.496  -0.52
O -2.149 0.171 -1.490  -0.72
H 0.339 3.691 0.671  0.21
H 1.854 1.403 1.061  0.25
H 0.221 1.566 1.690  0.24
H -0.227 0.735 -0.787  0.47
H 2.364 0.462 -0.889  0.23
H 1.247 -0.613 -1.735  0.24
H 2.908 -1.909 -0.456  0.24
H 2.248 -1.306 1.064  0.18
H -1.008 -2.368 -0.422  0.21
H -0.511 -2.684 1.233  0.22
H -0.007 -0.554 1.790  0.23
H -2.385 -0.526 1.694  0.28
H -1.861 0.947 0.894  0.24
H -2.711 -0.044 -2.257  0.53

Q: Which value of strongest force on any atom does entry 7 give?
A: 0.053 Eh/bohr